113
Properties=species:S:1:pos:R:3:forces:R:3 method="wB97M-V/def2-TZVPD" orbital_gap_ev=5.498 charge=-1 homo_energy_ev=-3.54 lumo_ha=0.07190 largest_force_ev_per_a=1.464 relative_energy_ev=1.052
Rb -0.794 -1.730 -1.276 -1.19 -0.25 -0.82
C -3.685 1.104 -0.690 -0.14 0.10 0.14
C -3.623 0.962 0.725 0.24 0.02 -0.20
C -3.740 -0.439 1.002 -0.21 -0.08 -0.10
C -3.964 -1.078 -0.250 0.16 -0.18 -0.07
C -3.922 -0.139 -1.297 0.02 0.03 0.10
C -4.316 -0.355 -2.751 -0.01 0.03 0.06
C -3.480 0.522 -3.691 -0.01 0.03 -0.02
C -4.138 -1.817 -3.162 -0.13 -0.01 0.00
C -5.799 0.009 -2.942 -0.05 0.01 -0.02
C -3.844 -1.262 2.298 -0.01 0.04 -0.05
C -5.274 -1.198 2.866 -0.07 0.03 0.08
C -3.562 -2.748 2.013 -0.08 -0.04 0.00
C -2.844 -0.871 3.398 0.00 0.00 -0.07
C -3.526 2.196 1.637 -0.04 -0.03 -0.05
C -4.647 2.236 2.691 0.00 -0.02 -0.02
C -3.703 3.481 0.812 -0.06 0.06 -0.03
C -2.159 2.345 2.320 0.02 0.00 0.10
H -3.629 2.044 -1.230 -0.02 -0.12 0.10
H -4.211 -2.127 -0.376 0.09 0.06 0.01
H -2.413 0.315 -3.580 -0.01 0.00 -0.02
H -3.638 1.584 -3.479 0.03 -0.10 -0.01
H -3.753 0.341 -4.739 0.02 0.03 0.11
H -3.094 -2.111 -3.094 0.16 -0.14 -0.05
H -4.459 -1.968 -4.199 0.02 0.00 0.06
H -4.727 -2.480 -2.522 0.04 0.04 -0.05
H -5.968 1.048 -2.649 -0.01 -0.05 -0.02
H -6.424 -0.625 -2.305 0.03 0.06 -0.04
H -6.116 -0.121 -3.988 0.06 0.01 0.14
H -5.983 -1.562 2.117 0.05 0.02 0.05
H -5.556 -0.175 3.118 -0.02 -0.17 -0.02
H -5.370 -1.816 3.771 0.01 0.05 -0.09
H -4.333 -3.195 1.381 0.06 0.03 0.03
H -3.539 -3.308 2.955 -0.01 0.03 -0.05
H -2.598 -2.872 1.517 0.06 -0.04 -0.01
H -3.004 0.132 3.783 -0.04 0.03 -0.01
H -1.818 -0.929 3.017 -0.05 0.02 0.02
H -2.931 -1.565 4.243 0.00 0.05 -0.05
H -5.619 2.118 2.203 0.05 0.00 0.04
H -4.638 3.200 3.216 0.01 -0.05 -0.03
H -4.556 1.455 3.443 0.08 0.03 -0.02
H -4.675 3.499 0.310 0.08 0.00 0.03
H -2.921 3.582 0.055 -0.06 -0.01 0.04
H -3.641 4.350 1.477 0.00 -0.04 -0.04
H -1.837 1.437 2.828 0.00 0.04 -0.02
H -2.168 3.169 3.048 0.00 -0.08 -0.07
H -1.420 2.583 1.558 0.14 -0.01 -0.05
C 3.100 -4.528 -2.470 -0.02 -0.08 0.12
C 1.637 -4.202 -2.561 0.03 -0.42 0.25
N 1.199 -3.099 -3.012 -0.22 0.39 -0.23
N 2.144 -2.160 -3.278 -0.07 0.08 -0.32
C 1.845 -0.947 -3.840 -0.12 -0.29 0.03
N 2.829 -0.049 -3.603 0.07 0.08 0.13
S 0.490 -0.623 -4.747 -0.02 -0.10 0.12
C 0.628 -5.160 -2.002 0.15 0.14 -0.07
C 1.044 -6.271 -1.280 0.09 -0.28 0.15
C 0.097 -7.108 -0.706 0.19 0.01 -0.01
C -1.242 -6.817 -0.867 -0.04 -0.02 0.00
C -1.567 -5.682 -1.592 0.01 0.17 -0.14
N -0.668 -4.871 -2.140 -0.22 0.13 0.02
H 3.634 -4.062 -3.297 0.02 -0.01 -0.02
H 3.523 -4.155 -1.529 -0.06 0.00 -0.05
H 3.273 -5.600 -2.529 0.02 0.01 0.01
H 2.983 -2.184 -2.717 0.03 0.08 0.22
H 3.200 -0.062 -2.646 -0.01 0.00 -0.09
H 2.621 0.867 -3.958 0.03 0.10 -0.06
H 2.096 -6.476 -1.135 -0.08 0.00 -0.01
H 0.411 -7.970 -0.131 0.01 0.00 0.00
H -2.016 -7.436 -0.432 0.00 0.02 -0.02
H -2.607 -5.402 -1.735 0.03 0.03 0.00
O 1.680 -2.158 -0.408 0.42 0.38 0.33
C 1.947 -0.943 -0.242 0.31 -0.19 -0.02
O 2.916 -0.319 -0.767 -0.37 -0.22 0.03
C 1.012 -0.129 0.678 0.32 0.23 -0.22
C 1.194 1.378 0.483 0.06 -0.47 -0.10
Ge 3.060 1.906 0.692 0.13 0.26 0.24
C 4.197 0.675 1.705 0.09 -0.11 0.12
C 5.177 -0.084 1.058 0.00 -0.03 0.09
C 6.008 -0.937 1.775 -0.08 0.06 0.03
C 5.863 -1.058 3.153 -0.03 0.03 -0.04
C 4.887 -0.322 3.809 -0.02 0.03 -0.06
C 4.066 0.543 3.089 0.11 -0.02 -0.10
C 3.993 2.514 -0.903 0.08 0.05 -0.17
C 5.360 2.793 -0.853 -0.07 0.01 -0.16
C 6.034 3.268 -1.974 -0.09 -0.01 0.00
C 5.344 3.479 -3.163 -0.01 -0.03 0.06
C 3.980 3.220 -3.224 -0.01 0.00 0.06
C 3.313 2.740 -2.102 0.05 0.09 0.07
C 2.928 3.547 1.817 -0.12 0.16 -0.03
C 3.510 4.765 1.445 0.00 -0.10 0.13
C 3.309 5.923 2.191 -0.01 -0.12 -0.01
C 2.517 5.890 3.330 0.00 -0.07 -0.03
C 1.924 4.694 3.718 0.05 -0.01 -0.05
C 2.126 3.543 2.965 0.05 0.07 -0.06
H 1.263 -0.424 1.700 -0.08 -0.03 0.03
H -0.022 -0.444 0.502 0.31 0.40 0.57
H 0.617 1.955 1.194 -0.21 0.03 0.12
H 0.864 1.665 -0.519 -0.01 0.04 0.03
H 5.270 -0.024 -0.022 0.00 -0.01 0.11
H 6.762 -1.517 1.257 -0.01 0.02 0.01
H 6.507 -1.728 3.712 -0.02 0.01 -0.02
H 4.765 -0.414 4.882 0.00 0.00 -0.03
H 3.322 1.125 3.622 0.04 -0.01 0.00
H 5.908 2.638 0.072 -0.02 0.00 -0.04
H 7.096 3.476 -1.918 -0.01 -0.01 -0.01
H 5.869 3.845 -4.038 -0.02 0.00 0.03
H 3.434 3.395 -4.146 0.04 -0.01 0.05
H 2.244 2.543 -2.158 0.11 0.01 -0.02
H 4.131 4.813 0.555 -0.07 0.01 0.04
H 3.765 6.854 1.875 0.00 -0.02 0.00
H 2.350 6.792 3.907 0.01 -0.01 0.00
H 1.293 4.660 4.599 0.01 0.00 -0.02
H 1.624 2.630 3.276 0.01 0.06 -0.03

=====

123
Properties=species:S:1:pos:R:3:forces:R:3 method="wB97M-V/def2-TZVPD" orbital_gap_ev=8.252 charge=0 homo_energy_ev=-9.06 lumo_ha=-0.02978 largest_force_ev_per_a=0.624 relative_energy_ev=0.000
O -4.841 -1.855 -1.567 -0.03 -0.43 0.08
C -4.513 -1.337 -2.609 0.18 0.11 0.03
C -5.366 -1.322 -3.822 0.20 0.15 -0.08
C -5.302 -0.250 -4.606 -0.23 -0.45 -0.08
C -4.407 0.870 -4.216 0.04 -0.06 0.04
O -4.678 2.022 -4.442 0.05 0.38 -0.26
C -3.156 0.491 -3.487 -0.06 -0.34 -0.08
C -1.957 1.370 -3.654 -0.03 0.06 0.56
C -1.966 2.637 -2.791 -0.04 0.42 -0.08
O -1.661 3.691 -3.291 0.02 0.18 -0.17
C -2.322 2.565 -1.348 0.01 -0.44 0.43
C -1.901 1.489 -0.567 -0.10 -0.05 0.01
C -2.229 1.389 0.780 -0.11 0.31 -0.47
C -3.001 2.391 1.362 0.23 -0.24 -0.23
C -3.398 3.481 0.597 -0.13 0.14 -0.03
C -3.064 3.580 -0.747 0.19 -0.20 -0.03
C -3.225 -0.602 -2.729 0.16 0.11 -0.24
H -6.009 -2.166 -4.024 -0.20 0.02 0.13
H -5.918 -0.187 -5.493 -0.03 0.37 0.07
H -1.855 1.726 -4.674 0.02 -0.06 -0.12
H -1.067 0.804 -3.372 0.08 -0.06 -0.07
H -1.308 0.703 -1.015 0.07 -0.05 -0.01
H -1.885 0.526 1.325 -0.07 -0.01 0.25
H -3.271 2.307 2.404 -0.04 0.17 0.07
H -3.985 4.273 1.043 0.00 0.00 0.09
H -3.364 4.429 -1.343 -0.07 0.05 0.00
H -2.384 -0.979 -2.166 -0.03 0.04 0.26
O -0.290 -0.738 2.320 0.02 -0.18 -0.15
C 0.704 -0.161 1.980 0.01 0.02 0.39
C 1.309 1.069 2.619 0.12 0.24 -0.47
C 2.274 1.561 1.542 -0.05 0.02 0.09
C 2.641 0.263 0.836 0.18 0.15 0.00
O 1.466 -0.568 0.939 -0.02 0.03 -0.08
H 1.828 0.767 3.530 -0.06 0.00 0.05
H 0.537 1.793 2.858 -0.04 -0.10 0.20
H 3.139 2.097 1.927 0.04 -0.08 0.00
H 1.747 2.222 0.853 0.00 0.00 0.00
H 3.474 -0.251 1.319 -0.01 -0.01 0.02
H 2.879 0.409 -0.216 -0.09 -0.14 -0.04
O -7.630 -0.992 -6.506 0.08 -0.10 -0.09
C -7.842 -2.058 -7.009 -0.28 0.11 0.12
C -8.609 -3.225 -6.415 0.29 -0.29 -0.19
C -8.200 -4.386 -7.320 -0.05 0.03 0.09
C -7.913 -3.669 -8.634 -0.04 -0.15 -0.02
O -7.428 -2.369 -8.256 0.06 -0.04 -0.02
H -9.675 -3.004 -6.482 -0.01 0.04 0.07
H -8.333 -3.375 -5.375 -0.14 0.15 0.07
H -8.951 -5.167 -7.414 -0.03 0.04 -0.04
H -7.284 -4.842 -6.941 0.00 -0.01 -0.02
H -8.812 -3.536 -9.239 -0.01 0.01 0.02
H -7.155 -4.164 -9.235 0.06 0.12 -0.02
O 6.495 -0.032 0.928 -0.22 -0.03 0.21
C 6.566 -1.208 0.712 0.35 0.26 -0.34
C 6.953 -1.868 -0.594 -0.34 -0.52 0.04
C 6.478 -3.307 -0.389 0.04 0.08 -0.05
C 6.593 -3.460 1.122 0.00 -0.15 -0.08
O 6.329 -2.149 1.655 -0.08 0.01 0.04
H 8.035 -1.800 -0.713 -0.01 0.14 -0.05
H 6.459 -1.385 -1.431 0.20 0.22 0.00
H 7.052 -4.050 -0.941 0.05 0.00 0.07
H 5.434 -3.399 -0.692 -0.01 -0.02 0.02
H 7.595 -3.762 1.434 0.02 0.03 -0.01
H 5.870 -4.156 1.539 -0.03 0.09 0.10
O -1.793 3.788 4.265 0.09 0.03 -0.03
C -1.266 3.240 5.189 -0.26 -0.11 -0.05
C -1.865 2.913 6.544 0.40 0.09 0.21
C -0.635 2.594 7.393 -0.20 -0.02 0.07
C 0.333 2.070 6.344 0.05 -0.05 0.13
O 0.005 2.780 5.131 0.04 0.04 0.06
H -2.519 2.046 6.427 -0.06 0.04 -0.03
H -2.438 3.757 6.918 -0.16 -0.05 -0.12
H -0.812 1.882 8.201 0.07 0.15 -0.25
H -0.244 3.515 7.830 0.02 -0.01 -0.02
H 0.205 1.001 6.159 -0.02 0.01 -0.01
H 1.374 2.263 6.590 0.02 0.03 -0.13
O -0.614 0.562 9.789 0.02 -0.14 0.26
C -1.377 -0.076 10.456 -0.01 -0.03 -0.28
C -2.865 -0.268 10.232 -0.09 0.02 0.42
C -3.336 -0.812 11.580 -0.04 0.04 -0.10
C -2.087 -1.525 12.080 -0.13 -0.06 0.06
O -0.984 -0.773 11.541 0.00 0.00 0.07
H -3.001 -0.990 9.425 0.01 0.04 -0.06
H -3.336 0.674 9.964 0.06 -0.02 -0.19
H -4.206 -1.463 11.521 0.04 -0.05 -0.02
H -3.580 0.017 12.245 0.00 -0.01 0.02
H -2.016 -2.550 11.711 0.00 0.01 -0.03
H -2.005 -1.536 13.164 0.13 0.04 -0.01
O 9.537 0.283 -1.537 -0.22 -0.34 -0.10
C 8.793 1.069 -2.051 0.34 0.35 0.20
C 8.865 2.576 -1.946 -0.47 0.11 -0.02
C 7.485 3.011 -2.435 0.07 0.05 0.08
C 7.130 1.885 -3.394 -0.14 0.11 -0.12
O 7.765 0.706 -2.856 0.04 0.00 0.09
H 9.664 2.926 -2.602 0.05 -0.04 0.02
H 9.061 2.876 -0.921 0.21 -0.06 -0.02
H 7.465 3.992 -2.904 0.03 -0.04 -0.07
H 6.785 3.020 -1.599 -0.01 -0.02 -0.01
H 7.524 2.058 -4.397 0.04 0.00 0.01
H 6.059 1.703 -3.459 0.02 -0.14 0.01
O -10.790 -2.275 0.800 -0.02 0.01 -0.10
C -9.727 -1.750 0.642 -0.02 -0.10 0.23
C -9.015 -0.795 1.584 0.16 0.25 -0.33
C -7.947 -0.173 0.687 -0.06 0.01 0.11
C -7.693 -1.291 -0.316 0.08 0.11 0.06
O -8.958 -1.971 -0.448 0.01 0.05 -0.04
H -8.581 -1.377 2.399 -0.06 -0.01 0.04
H -9.714 -0.067 1.985 -0.07 -0.13 0.14
H -7.047 0.140 1.211 0.03 -0.06 -0.01
H -8.360 0.697 0.175 0.02 0.00 -0.01
H -6.950 -2.006 0.036 0.01 -0.01 -0.02
H -7.387 -0.925 -1.291 -0.08 -0.11 -0.07
O 10.856 2.043 -5.275 0.06 0.02 -0.05
C 10.848 0.877 -5.549 -0.26 0.10 0.12
C 10.290 -0.259 -4.720 0.39 -0.33 -0.19
C 10.907 -1.490 -5.380 -0.04 0.06 0.05
C 11.085 -1.015 -6.817 0.00 -0.15 0.02
O 11.331 0.399 -6.720 0.05 -0.01 -0.01
H 9.203 -0.246 -4.808 -0.02 0.03 0.09
H 10.576 -0.147 -3.679 -0.17 0.09 0.06
H 10.304 -2.392 -5.297 -0.04 0.03 -0.06
H 11.882 -1.695 -4.935 0.01 -0.01 -0.02
H 10.185 -1.165 -7.418 -0.02 0.01 0.02
H 11.927 -1.482 -7.322 0.04 0.12 -0.05